No. 1
19
Properties=species:S:1:pos:R:3:forces:R:3:lowdin_charge:R:1 method="wB97M-V/def2-TZVPD" energy_ev=-9472.362 homo_lumo_gap_ev=10.5 charge=0 smiles="C=CCC=C.O.O" de_lowest_ev=2.774
C -0.2096 0.7829 1.5175 0.5 0.1 -1.4 -0.170
C -0.3163 2.0422 1.0634 -1.4 -1.0 0.9 0.003
C -0.0576 -0.3327 0.4839 0.9 1.0 0.3 -0.212
C 1.4288 -0.7802 0.4691 0.2 0.5 -0.4 -0.149
C 2.5043 -0.0029 0.7404 -3.4 -0.4 -0.4 0.021
H 0.0911 0.5684 2.5295 -0.1 0.0 0.3 0.101
H -0.3874 2.8728 1.7335 0.3 0.4 0.3 0.050
H -0.7222 2.2187 0.0792 0.6 0.2 -0.5 0.047
H -0.7005 -1.1930 0.4686 -0.4 -0.6 1.1 0.098
H -0.4183 0.1243 -0.4387 0.9 0.0 -0.4 0.069
H 1.5273 -1.8145 0.1647 0.4 -0.1 -0.1 0.076
H 3.4978 -0.3194 0.5825 0.9 -0.2 0.2 0.039
H 2.1869 0.9979 1.0159 0.9 0.2 0.1 0.044
H -0.1094 -3.2022 -1.6121 0.2 0.8 -0.2 0.027
H -0.2528 -1.8894 -2.5726 0.2 -0.5 0.7 0.039
O -0.4840 -2.8174 -2.4131 -0.4 -0.2 -0.5 -0.067
H -3.1174 1.1345 -1.7686 -0.1 0.2 0.1 0.036
H -2.0684 1.0119 -0.5994 -0.9 -0.5 -1.3 0.020
O -2.3923 0.5982 -1.4435 0.7 0.3 1.1 -0.071


No. 2
19
Properties=species:S:1:pos:R:3:forces:R:3:lowdin_charge:R:1 method="wB97M-V/def2-TZVPD" energy_ev=-9473.788 homo_lumo_gap_ev=10.8 charge=0 smiles=CC[C@@H](O)[C@@H](C)O de_lowest_ev=1.348
C -1.1703 -2.3125 1.0468 0.0 0.0 -0.1 -0.102
C -0.7754 -0.8324 1.0374 0.2 0.1 0.1 -0.209
C -0.0030 -0.4073 -0.2101 0.9 0.5 0.7 -0.359
O -0.8737 -0.2793 -1.3176 0.3 0.7 0.2 -0.021
C 0.7589 0.9988 -0.0318 0.3 -0.7 0.1 -0.374
C 1.4378 1.5527 -1.3042 0.0 -0.2 0.1 -0.043
O -0.0631 2.0123 0.5544 -0.3 -0.2 -0.2 -0.033
H -1.7988 -2.5679 0.1864 0.1 0.1 0.1 0.075
H -0.2836 -2.9574 1.0213 -0.1 0.1 0.0 0.072
H -1.7314 -2.5649 1.9551 0.1 0.1 -0.2 0.070
H -1.6743 -0.2065 1.1099 0.2 0.0 0.0 0.119
H -0.1492 -0.6077 1.9069 -0.1 -0.1 0.1 0.114
H 0.7863 -1.1336 -0.4513 0.0 0.0 0.1 0.146
H -0.7270 0.6713 -1.2653 -1.7 0.3 -1.7 0.057
H 1.5287 0.7453 0.6942 0.3 0.2 0.2 0.134
H 0.7286 1.9557 -2.0458 0.0 -0.2 0.3 0.087
H 2.1261 2.3742 -1.0547 -0.2 -0.3 0.1 0.087
H 2.0159 0.7747 -1.8071 0.0 0.0 0.0 0.087
H -0.1327 2.7846 -0.0243 0.1 -0.4 0.1 0.092


The evaluated molecular weight for the records listed, in turn: 104.149 104.149 g/mol.
The evaluated LUMO level for the records listed, in turn: 0.0288 0.0292 Eh.